1.
DFT (the ωB97M-V functional and the def2-TZVPD basis) results for a structure of composition C26H43N9O3PdS in a non-equilibrium geometry.

The geometry in XYZ format:
```
83
Properties=species:S:1:pos:R:3:forces:R:3
Pd 0.8470 0.2204 0.0289 -0.07 -0.32 -0.28
N 0.9898 2.4006 -1.3034 -0.04 -0.27 0.01
C -0.4042 2.6238 -0.8336 0.05 0.07 -0.32
C -0.7405 4.0684 -0.5376 -0.01 0.10 -0.04
C 0.1906 4.7234 0.4798 -0.06 0.32 0.06
C 0.1821 4.2191 1.9272 0.09 -0.24 0.04
N 0.5155 2.8081 2.1660 0.10 0.44 0.02
C 1.6923 2.2365 1.8919 -0.59 -0.70 0.26
N 2.6926 2.9482 1.3516 0.41 0.41 -0.17
N 1.9304 0.9688 2.2384 -2.26 0.39 1.17
C -1.3938 1.9608 -1.8346 -0.52 0.06 0.54
O -2.1803 2.7063 -2.4322 0.25 -0.01 -0.20
O -1.3911 0.6945 -1.8212 0.31 -0.03 -0.34
H 1.5834 3.1996 -1.1115 -0.02 -0.08 0.02
H 1.0049 2.2745 -2.3096 -0.06 -0.03 0.02
H -0.4951 2.0687 0.0998 -0.17 0.12 -0.11
H -1.7780 4.0977 -0.1911 0.04 0.03 0.08
H -0.7247 4.6576 -1.4580 0.02 -0.06 -0.04
H -0.0781 5.7818 0.5538 0.02 0.00 0.02
H 1.2167 4.7444 0.0950 -0.11 0.06 -0.10
H -0.8099 4.3697 2.3525 -0.01 -0.08 -0.03
H 0.8705 4.8315 2.5185 -0.03 0.04 0.00
H -0.2002 2.2031 2.5398 -0.02 -0.15 0.06
H 2.4688 3.8552 0.9836 0.02 -0.06 0.06
H 3.3870 2.4150 0.8335 -0.11 -0.02 0.36
H 1.1256 0.3428 2.3807 -0.05 0.56 0.22
H 2.6886 0.5268 1.7262 0.43 0.09 -0.32
C -6.3177 3.9466 1.3106 -0.02 0.03 0.00
C -5.1807 2.9634 1.2720 0.04 -0.04 -0.03
C -4.5290 2.5675 2.4337 0.01 -0.02 0.03
C -3.4793 1.6560 2.3933 0.03 0.07 -0.01
C -3.0805 1.1349 1.1732 -0.05 -0.07 -0.14
C -3.7204 1.5096 -0.0051 -0.11 -0.04 0.05
C -4.7611 2.4192 0.0578 -0.03 0.00 -0.01
S -1.6273 0.0762 1.1326 0.09 0.00 0.66
C -2.4003 -1.4281 0.5681 -0.09 -0.03 -0.11
O -1.2966 -0.1383 2.5961 0.25 0.14 -0.25
H -6.4301 4.3871 2.3008 0.01 -0.01 0.01
H -7.2610 3.4623 1.0512 0.00 -0.01 0.00
H -6.1614 4.7545 0.5944 0.00 0.00 0.00
H -4.8456 2.9734 3.3880 0.00 0.00 0.00
H -2.9714 1.3396 3.2959 0.01 -0.01 -0.02
H -3.3971 1.1121 -0.9601 -0.07 0.03 0.08
H -5.2438 2.7227 -0.8639 0.00 0.01 0.00
H -3.1567 -1.7230 1.2940 0.01 -0.01 0.00
H -1.6032 -2.1667 0.4900 0.00 -0.01 0.00
H -2.8316 -1.2325 -0.4133 0.03 -0.01 -0.01
N 3.6436 0.0670 -1.1318 0.19 0.22 -0.06
C 4.3972 -0.1770 -0.0311 0.16 -0.23 -0.30
C 5.5401 -1.0055 -0.1112 0.01 0.00 -0.01
C 6.2874 -1.2358 1.0139 0.02 -0.02 -0.08
C 5.9137 -0.6467 2.2245 -0.16 0.18 -0.03
C 4.8004 0.1620 2.2066 0.46 -0.02 0.39
N 4.0514 0.4114 1.1257 1.75 -0.79 -1.10
H 3.8440 -0.4810 -1.9515 0.01 -0.08 0.05
H 2.6348 0.2813 -0.9924 0.12 -0.03 0.19
H 5.8037 -1.4556 -1.0599 -0.02 0.00 0.02
H 7.1598 -1.8755 0.9605 -0.01 0.00 0.00
H 6.4703 -0.8041 3.1365 -0.01 0.01 -0.01
H 4.4771 0.6588 3.1178 -0.09 -0.05 -0.05
C -0.7687 -3.7555 -3.1725 -0.03 -0.01 -0.02
C -0.4361 -2.2822 -3.3029 0.05 0.04 0.00
N 0.2373 -1.7959 -2.1094 -0.05 -0.03 0.34
C 0.7044 -2.5679 -1.0846 -0.05 -0.05 -0.15
N 1.0776 -1.9867 0.0182 -0.08 0.09 -0.33
C 1.6298 -2.7705 1.1090 -0.01 0.12 0.06
C 1.3346 -4.2603 1.0214 0.02 -0.04 0.03
C 1.5619 -4.7294 -0.4011 -0.03 0.01 -0.02
N 0.7436 -3.9305 -1.2919 0.02 0.00 0.00
C 0.4413 -4.4700 -2.6036 0.02 -0.02 0.01
H -1.0361 -4.1711 -4.1446 0.00 0.01 0.00
H -1.6145 -3.9007 -2.4959 0.01 0.01 0.00
H -1.3245 -1.6690 -3.4551 -0.03 -0.03 0.01
H 0.2103 -2.1352 -4.1754 0.00 -0.01 -0.01
H -0.0014 -0.8432 -1.8111 -0.03 0.00 -0.11
H 1.2267 -2.3740 2.0447 0.00 0.00 0.01
H 2.7152 -2.6097 1.1513 0.04 -0.02 -0.02
H 0.2957 -4.4598 1.2965 0.00 0.03 -0.02
H 1.9740 -4.8131 1.7121 -0.01 0.00 0.01
H 1.2668 -5.7732 -0.5232 0.01 0.00 0.00
H 2.6270 -4.6554 -0.6651 0.01 0.01 0.00
H 0.2463 -5.5370 -2.4819 -0.01 0.00 0.00
H 1.2968 -4.3689 -3.2882 -0.01 0.00 -0.01
```
Forces are in eV/Å.

Multiplicity: 1
Calculated total energy (eV): -61528.667
E_HOMO (eV): -6.01
LUMO level (eV): 0.55
ΔE to the lowest compared entry with this formula, charge and spin (kcal per mole): 20.02



2.
DFT (the ωB97M-V functional and the def2-TZVPD basis) results for an isolated molecule of C3H6I2N4 in a non-equilibrium geometry.

The geometry in XYZ format:
```
15
Properties=species:S:1:pos:R:3:forces:R:3
C 1.1507 0.9558 0.2976 2.73 0.33 -1.04
N 0.8219 -0.2054 1.0142 -1.09 -1.97 2.24
C -0.4683 -0.8948 1.0891 1.81 -1.79 -1.47
C -1.1593 -0.8541 -0.2438 -0.38 -3.50 -0.08
I -2.6998 -2.6047 -0.5312 1.38 1.47 0.32
N -0.0101 -2.2285 1.6160 -1.22 -0.08 -0.44
N 1.1971 -2.2697 1.7550 0.36 -0.17 -0.26
N 1.8199 -1.1034 1.3164 0.20 1.99 -0.57
I 2.9820 -1.8891 -0.6293 -0.20 -0.07 0.14
H 0.3358 1.4893 -0.1786 -0.18 -0.26 0.17
H 1.7999 1.6353 0.8703 -0.65 0.02 0.28
H 1.9207 0.5859 -0.4475 -0.98 0.54 -0.12
H -1.1868 -0.7401 1.8391 -0.67 1.68 1.39
H -0.5186 -0.9168 -1.0948 0.49 -0.30 -0.42
H -1.7932 -0.0583 -0.3274 -1.61 2.12 -0.14
```
Forces are in eV/Å.

Multiplicity: 1
Calculated total energy (eV): -25365.690
E_HOMO (spin up / spin down) (eV): -8.67 / -8.72
LUMO level (spin up / spin down) (eV): -1.52 / -1.54
ΔE to the lowest compared entry with this formula, charge and spin (kcal per mole): 0.71
SMILES: CN1[C@@H](CI)N=NN1I



3.
DFT (the ωB97M-V functional and the def2-TZVPD basis) results for a structure of composition C28H43Br2IrN3OSSbSi3.

The geometry in XYZ format:
```
83
Properties=species:S:1:pos:R:3:forces:R:3
Ir 0.4945 0.4658 -0.2476 0.03 -0.16 0.42
Br -3.4999 -2.6225 -1.0078 0.02 -0.05 -0.03
C -2.6928 -2.0595 0.5964 -0.14 -0.16 0.18
C -3.1136 -2.6366 1.8092 0.01 0.02 -0.11
C -2.5477 -2.2795 2.9999 0.11 0.09 0.01
Br -3.1571 -3.0767 4.6036 -0.03 -0.02 0.00
C -1.5017 -1.3254 3.0375 0.01 0.06 0.24
C -0.8384 -0.8643 4.2049 -0.09 -0.13 -0.05
C 0.1594 0.0589 4.1033 0.07 0.07 -0.31
C 0.5487 0.5290 2.8284 -0.19 -0.27 0.19
N -0.0476 0.1171 1.7316 0.05 -0.06 -0.22
C -1.0838 -0.7790 1.8164 0.06 0.20 -0.15
C -1.6881 -1.1144 0.5633 0.18 0.33 0.07
O -1.2613 -0.5177 -0.5193 -0.71 -0.29 -0.20
H -3.9018 -3.3761 1.7847 0.00 0.00 0.00
H -1.1281 -1.2646 5.1670 -0.01 0.02 0.00
H 0.6839 0.4197 4.9764 -0.02 0.01 0.00
H 1.3700 1.2213 2.7163 0.00 -0.05 -0.04
C -1.8377 3.2841 2.7644 0.03 0.04 0.03
Si -2.7725 3.1596 1.1495 0.04 -0.14 0.11
C -3.4156 4.8311 0.6227 -0.09 0.04 0.00
C -4.1616 1.9146 1.3075 -0.02 -0.04 0.00
Sb -1.1847 2.4455 -0.7137 0.53 -0.32 -0.08
Si -2.6518 1.9634 -2.7670 -0.04 -0.03 0.02
C -3.2523 3.6014 -3.4408 0.00 0.05 -0.01
C -1.6467 1.0233 -3.9996 0.04 -0.04 -0.05
C -4.0783 0.9458 -2.1431 -0.03 -0.03 0.00
Si 0.4549 4.3857 -0.9854 0.06 0.06 0.04
C -0.3420 5.8557 -1.8236 -0.03 0.03 0.00
C 0.9311 4.8150 0.7733 0.05 0.01 0.06
C 1.9381 3.8080 -1.9349 0.04 -0.04 -0.07
H -2.5365 3.2072 3.6011 -0.01 0.04 0.00
H -1.3083 4.2340 2.8496 0.02 -0.01 0.00
H -1.1071 2.4830 2.8689 -0.02 -0.03 0.02
H -4.1658 5.1862 1.3346 0.00 0.02 -0.01
H -3.8842 4.7804 -0.3621 -0.02 0.01 0.00
H -2.6158 5.5718 0.5771 0.02 0.01 0.01
H -4.4652 1.8421 2.3543 -0.04 0.01 0.00
H -3.8763 0.9157 0.9740 0.02 -0.02 0.02
H -5.0307 2.2244 0.7252 -0.01 -0.02 -0.01
H -2.4563 4.3432 -3.4766 0.00 0.02 -0.06
H -4.0705 4.0080 -2.8439 0.01 0.01 0.02
H -3.6187 3.4637 -4.4614 -0.03 -0.02 0.01
H -0.7950 1.5860 -4.3836 0.00 0.00 -0.02
H -2.2934 0.7624 -4.8428 0.02 0.00 -0.01
H -1.2621 0.1016 -3.5615 -0.01 -0.02 0.00
H -4.7669 1.5243 -1.5275 -0.01 0.02 0.01
H -3.7088 0.1008 -1.5619 -0.04 0.02 -0.03
H -4.6366 0.5458 -2.9941 -0.02 0.00 0.00
H -0.9706 6.4282 -1.1402 -0.03 -0.01 0.00
H -0.9531 5.5581 -2.6740 0.03 0.02 -0.05
H 0.4402 6.5193 -2.2002 0.01 0.03 0.03
H 0.1408 5.3623 1.2902 -0.01 0.00 0.00
H 1.8290 5.4385 0.7704 -0.01 0.02 0.02
H 1.1527 3.9137 1.3497 0.02 0.00 -0.01
H 1.7075 3.5940 -2.9804 0.00 -0.01 -0.01
H 2.3767 2.9052 -1.5094 0.01 0.00 0.05
H 2.6868 4.6055 -1.9038 0.01 0.00 -0.04
C 3.4082 -4.1145 0.0654 0.05 0.06 0.00
N 2.2516 -3.3408 -0.3306 -0.05 0.01 -0.02
C 1.3356 -3.1326 0.7682 -0.04 -0.03 -0.01
C 2.5265 -2.1152 -1.0802 -0.06 0.01 0.00
C 3.2069 -0.9949 -0.3107 -0.07 -0.02 0.05
C 4.5749 -1.0875 -0.0664 0.06 0.05 -0.04
C 5.2605 -0.1167 0.6495 -0.01 -0.05 -0.05
C 4.5677 0.9729 1.1468 -0.08 0.01 0.05
C 3.1990 1.0681 0.9255 0.16 -0.02 0.05
C 2.4893 0.1035 0.1975 0.21 0.66 -0.02
H 3.0834 -5.1137 0.3633 0.00 0.01 0.01
H 3.9716 -3.6815 0.9063 0.01 0.05 0.01
H 4.0900 -4.2199 -0.7799 -0.02 -0.01 -0.01
H 1.1358 -4.0868 1.2589 -0.02 0.00 -0.01
H 0.3878 -2.7470 0.3847 0.01 0.02 0.00
H 1.7131 -2.4308 1.5315 0.02 -0.01 0.02
H 1.5617 -1.7596 -1.4522 0.06 0.01 -0.03
H 3.1286 -2.3751 -1.9544 0.02 -0.06 0.04
H 5.1280 -1.9195 -0.4838 0.00 -0.07 0.01
H 6.3287 -0.2054 0.8004 0.00 -0.01 0.00
H 5.0856 1.7504 1.6952 0.00 0.01 -0.01
H 2.6885 1.9514 1.3000 0.00 -0.01 -0.03
S 2.0839 0.7938 -4.7508 -0.05 -0.02 0.18
C 1.5252 0.6744 -3.2328 0.09 0.13 -0.14
N 1.0986 0.6280 -2.1464 -0.19 -0.04 -0.04
```
Forces are in eV/Å.

Multiplicity: 1
Calculated total energy (eV): -220184.507
E_HOMO (spin up / spin down) (eV): -7.36 / -7.36
LUMO level (spin up / spin down) (eV): -1.02 / -1.02